Model P:
120
Properties=species:S:1:pos:R:3:mulliken_spin:R:1 method="wB97M-V/def2-TZVPD" spin_multiplicity=2 charge=-1 s2=0.75 orbital_gap_ha="0.0614 / 0.3628" lumo_energy_ev="1.510 / 1.622"
H 3.0978 -1.0551 -2.6786 -0.01
H 2.0359 -1.6345 -1.8682 0.03
O 2.3497 -1.4918 -2.7329 0.03
H -2.4171 3.9444 -2.6381 0.18
H -2.1657 2.7229 -2.8106 0.00
O -2.2690 3.0910 -2.0699 -0.48
H -2.8592 -0.7402 3.0466 0.03
H -2.3398 -1.9644 2.6579 -0.01
O -2.8596 -1.5557 3.3317 0.01
H 0.8471 1.8960 -0.2969 0.04
H 1.6229 3.2391 -0.9693 -0.06
O 1.6858 2.3892 -0.4734 -0.14
H 3.2546 1.3343 3.7788 0.04
H 3.9192 2.4454 4.6729 0.02
O 3.1822 1.9895 4.5885 -0.13
H 3.6210 -0.8278 0.6995 -0.03
O 3.6743 -0.0325 0.2366 0.06
H 3.3971 -4.1352 -0.0894 0.02
O 2.8943 -4.9192 -0.2188 0.00
H 4.1494 4.4984 0.9518 0.03
H 3.0519 3.5898 0.3276 0.03
O 3.4442 3.9267 1.2833 -0.04
H 0.1355 3.5501 -4.6076 0.03
H 0.5920 4.9786 -4.2942 0.05
O -0.1318 4.4442 -4.3301 -0.20
H -0.1768 1.4832 1.1020 -0.03
H 0.0648 0.0117 1.4737 -0.09
O 0.1270 0.6645 0.8315 0.67
H -2.2472 -3.0006 -5.9677 0.02
H -1.7282 -3.8773 -4.6568 0.01
O -2.3591 -3.2634 -5.0133 -0.07
H 0.1166 -2.6483 6.1842 -0.01
O -0.2532 -2.0603 5.6450 -0.01
H 1.4283 -4.2423 2.3771 -0.01
H 2.4598 -5.1661 1.7183 0.01
O 2.3704 -4.4814 2.4416 -0.06
H -5.5933 1.3694 -2.8830 0.05
H -5.7438 0.2011 -3.5938 -0.02
O -6.1032 0.6115 -2.8391 0.01
H 3.8972 3.0009 -3.7349 0.01
H 2.5024 2.4233 -3.4545 -0.01
O 2.9529 3.2279 -3.6985 -0.09
H -3.1589 -0.2313 -0.5783 0.03
H -4.5180 -0.3218 -1.3863 0.01
O -3.8975 -0.7068 -0.7989 0.03
H -1.7508 -5.4351 3.8401 0.00
H -1.9489 -4.0029 3.5890 0.00
O -1.4683 -4.5481 4.1905 -0.01
H 3.5872 -3.1869 1.8632 0.00
H 4.6041 -2.4122 1.2105 0.04
O 3.8005 -2.8907 1.0145 -0.08
H 6.8933 1.8981 -0.2920 0.01
O 5.9771 2.2094 -0.3519 -0.16
H -0.7068 -0.6236 -3.6052 -0.02
H -1.2653 -0.1369 -2.2589 0.04
O -1.3910 -0.1910 -3.2149 0.06
H 0.8733 1.0134 -2.2080 0.06
O 1.1605 1.3154 -3.0640 0.17
H -4.9351 1.7697 0.6104 0.02
H -4.2890 1.7394 -0.9838 0.06
O -4.6455 2.3346 -0.2126 -0.10
H 3.1784 -0.3613 3.1178 0.06
H 2.8689 -0.7746 4.5631 0.03
O 2.9662 -1.1232 3.6008 -0.13
H -4.3857 0.7229 -4.3024 0.07
H -4.2638 -0.7316 -4.9082 0.00
O -4.4159 0.2095 -5.2027 -0.07
H 4.8027 1.5272 -1.8502 0.02
H 3.1976 1.9790 -1.4675 0.02
O 3.8285 1.4845 -1.9485 0.00
H -0.7562 -2.9722 1.4596 -0.04
H -2.1663 -2.1624 0.9923 -0.01
O -1.2752 -2.1205 1.3424 0.14
H 0.5654 -1.7620 0.1817 0.02
H 0.9759 -3.0227 -0.3595 0.00
O 0.7986 -2.1311 -0.6520 -0.01
H -3.9647 1.8481 3.0298 -0.01
H -5.2270 2.8363 2.3844 0.01
O -4.5149 2.6071 3.1513 -0.01
H 1.6694 -2.4339 2.8186 -0.03
H 0.5228 -1.3402 2.5185 0.03
O 0.8066 -2.2330 2.2917 0.21
H -1.1187 4.3742 -0.1860 0.03
H 0.3462 4.6710 0.1660 0.05
O -0.3460 4.1910 0.3397 -0.11
H -3.8378 -4.0792 -2.2905 -0.01
H -3.3257 -4.2820 -3.6750 0.01
O -3.6783 -4.7419 -2.8778 0.04
H -0.3245 -0.1747 4.8939 0.05
O -0.9364 0.6340 4.8711 -0.09
H -1.6212 0.8365 3.3346 0.02
H -1.6937 0.2612 1.7212 0.00
O -1.9336 0.8200 2.3590 0.07
H 5.6711 2.8114 0.2841 0.06
H 2.7508 0.4542 0.3803 0.04
H 2.1002 0.9530 -3.1683 -0.02
H 2.7349 -5.4755 -1.0528 0.00
H -0.5590 -2.6224 4.9674 0.02
H -1.5093 0.6627 5.7166 0.02
O 1.0495 4.7199 -2.0454 -0.09
H 0.1396 4.9097 -1.9454 0.04
H 1.0664 4.1822 -2.9473 0.03
O -4.0047 -2.7867 1.0775 -0.09
H -4.4999 -2.0335 0.7431 0.03
H -4.3572 -3.4443 0.4010 0.01
O 0.3821 2.7169 6.2435 -0.01
H 0.0178 2.3029 5.4129 0.01
H 1.2774 2.9410 6.0415 0.01
O 0.5484 -0.0032 -6.1205 -0.01
H 1.0599 0.5253 -5.5047 0.00
H -0.4124 0.2011 -5.8957 0.00
O -1.9405 1.2203 -0.8485 0.51
H -1.6545 1.1822 0.0447 0.02
H -2.1288 2.2727 -0.8523 -0.03
O 2.6553 -4.9268 -2.8152 -0.02
H 1.8619 -4.8218 -3.2657 0.00
H 3.0391 -4.0412 -2.7462 0.01
O 1.3636 1.2946 2.7862 0.07
H 1.7133 2.1291 2.5386 0.00
H 1.1850 1.3303 3.6775 0.00

Model Q:
120
Properties=species:S:1:pos:R:3:mulliken_spin:R:1 method="wB97M-V/def2-TZVPD" spin_multiplicity=2 charge=-1 s2=0.75 orbital_gap_ha="0.0692 / 0.3508" lumo_energy_ev="1.206 / 1.172"
H -0.7294 3.4540 0.5221 0.03
H -0.0534 3.2824 1.9966 0.06
O 0.0546 3.5523 1.0655 -0.08
H 2.7456 2.1193 -5.0642 0.00
H 2.9465 3.2168 -4.2383 0.00
O 3.5207 2.5184 -4.6169 0.00
H -4.8101 0.7553 1.4669 0.04
H -3.2111 0.6806 1.3554 0.06
O -4.0415 0.9408 0.9249 -0.09
H -1.7720 1.9501 3.5296 0.09
H -1.1298 0.8327 2.7058 0.07
O -1.9801 1.2300 2.9233 -0.17
H -0.4826 1.5138 -3.0481 -0.05
H -0.8223 0.0963 -2.6987 -0.03
O -0.0728 0.6418 -2.9838 0.09
H 0.9338 0.6560 -6.6292 0.00
O 1.1484 1.0638 -5.7909 0.00
H 1.0919 -1.4570 2.0265 -0.06
O 0.3458 -1.9849 1.7447 0.22
H 2.3643 -0.8271 5.0554 0.00
H 3.3972 -0.2038 4.1511 0.01
O 3.0509 -0.1557 5.0770 -0.02
H 4.3923 2.5190 4.2021 0.00
H 3.0921 1.7732 3.7453 0.01
O 3.5652 2.6032 3.7282 -0.01
H 0.2947 -3.4599 -0.6913 0.01
H 0.1022 -4.9825 -0.2097 0.01
O 0.5349 -4.1395 -0.0649 -0.01
H 3.3879 -4.8902 -0.3050 0.00
H 2.7527 -5.0739 1.1387 0.02
O 3.3213 -4.5418 0.5861 -0.02
H 1.0870 2.0878 3.2542 0.03
O 0.3442 2.6674 3.5109 -0.30
H 3.6410 -3.2088 2.6979 0.03
H 2.4632 -2.9000 3.7583 0.01
O 3.0652 -2.5518 3.0969 -0.07
H -2.4791 2.9127 -3.3581 0.14
H -2.9090 1.9261 -4.6626 0.00
O -2.2734 2.4320 -4.1679 0.05
H 1.5467 2.5638 1.0614 -0.09
H 2.9046 1.9834 0.7917 0.01
O 2.2568 2.0547 1.5044 0.22
H 5.6576 3.8509 0.7023 0.00
H 4.2164 3.2729 0.7478 0.00
O 5.1258 3.1190 1.0179 0.00
H -2.9124 -5.2801 -0.2591 0.00
H -4.2013 -4.9134 0.3707 0.00
O -3.8601 -5.3662 -0.4124 0.01
H 1.3048 0.9900 -1.8625 -0.02
H 2.8692 0.4323 -2.1034 -0.01
O 2.1546 0.6528 -1.5065 0.13
H -5.4814 -1.3157 0.5469 0.00
O -5.5929 -2.0321 1.1750 -0.01
H 5.8125 -0.4087 0.8108 0.00
H 4.9098 0.1328 -0.1274 0.01
O 5.8187 -0.2038 -0.1320 0.00
H -3.3283 2.9163 -0.7912 0.20
O -3.1732 3.3238 -1.6607 -0.75
H -2.6258 -1.0290 3.1157 0.03
H -1.8128 -1.7522 2.2662 -0.01
O -2.7291 -1.4310 2.2097 0.01
H 0.2831 2.2225 -0.1088 -0.13
H -1.0811 1.5413 -0.4720 -0.16
O -0.2996 1.9704 -0.8391 0.86
H -4.8470 -1.0777 -2.7480 -0.01
H -4.9025 -0.1668 -1.4957 0.02
O -4.5792 -1.0053 -1.8371 0.06
H -2.9714 -1.5057 -0.7531 -0.07
H -2.0438 -0.2116 -0.5299 -0.06
O -2.1073 -1.0694 -0.9516 0.32
H 5.5792 -2.8597 1.1300 0.01
H 4.1912 -2.4038 0.7181 0.00
O 4.9236 -2.1805 1.3122 0.00
H 0.7947 -1.8234 -3.2754 0.00
H 1.1284 -3.0870 -4.1119 0.00
O 0.5628 -2.7522 -3.4184 0.00
H -1.3186 -0.6677 5.1193 0.02
H -1.1891 -1.9099 4.2148 0.03
O -1.8400 -1.3746 4.6877 -0.02
H 0.8089 -0.3887 6.1816 0.00
H 0.6086 0.8420 5.4404 0.02
O 0.2952 -0.0746 5.4227 0.00
H 4.0885 -0.1935 2.1469 0.00
H 2.5986 -0.0615 1.7418 -0.02
O 3.1983 -0.0707 2.4901 0.12
H 2.2701 -2.5707 -0.6440 -0.01
H 2.1861 -1.0935 -0.6309 0.02
O 2.7316 -1.8022 -1.0123 0.03
H -0.3921 -3.5190 3.1619 0.01
O 0.1643 -3.3610 3.9318 -0.08
H -1.5021 -4.6737 -2.1945 0.00
H -1.2409 -3.7049 -3.3370 0.01
O -1.3046 -4.6421 -3.1217 -0.01
H -4.7409 -2.1150 1.6061 0.00
H 0.2836 1.2731 -5.4099 0.00
H -3.2191 4.2651 -1.4370 0.25
H 0.6089 -2.9013 1.8409 0.03
H 0.7829 3.0716 4.2757 0.08
H 0.6766 -4.1726 4.0341 0.05
O -4.8710 0.1490 3.6059 -0.03
H -4.9010 -0.6191 4.1817 0.01
H -3.9766 0.5066 3.6348 0.02
O -5.7871 1.5049 -2.0214 -0.10
H -4.9388 1.9500 -2.0908 0.08
H -6.3942 2.2158 -1.8021 0.04
O -1.4175 -1.9654 -5.7009 0.00
H -1.0636 -1.5957 -4.8754 0.01
H -0.5475 -1.8981 -6.1233 0.00
O 1.4040 3.7482 -3.0434 0.03
H 0.8101 3.4427 -2.3379 -0.05
H 0.9150 4.5590 -3.2579 0.01
O -1.1236 5.0319 -2.0520 -0.28
H -1.2232 4.0830 -1.8693 0.00
H -1.8888 5.1866 -2.6194 0.08
O 3.5920 3.3952 -1.3983 0.00
H 3.8211 2.4898 -1.6127 0.00
H 2.9286 3.7272 -2.0175 0.01
O -3.0677 -0.0883 -4.5115 -0.01
H -3.9462 0.1318 -4.8231 0.00
H -3.2474 -0.3101 -3.5924 0.00

Energies relative to the most stable structure are model P 7.196; model Q 0.000, reported in eV.

Model P:
23
Properties=species:S:1:pos:R:3:mulliken_charge:R:1 method="wB97M-V/def2-TZVPD" spin_multiplicity=1 charge=0 orbital_gap_ha=0.2747 lumo_energy_ev=-1.057
C -3.6999 1.3491 -0.3156 -0.62
C -2.3929 1.5666 -0.7215 -0.31
C -3.9673 0.0610 0.1244 -0.43
C -1.3708 0.5977 -0.6271 -0.59
C -3.0209 -0.9763 0.0290 -0.46
C -1.6838 -0.7361 -0.3233 1.06
C 3.8258 -0.4573 1.6566 -0.36
C 3.6268 -1.5214 0.6813 -0.17
C -0.7033 -1.7243 -0.1229 -0.51
N 2.9543 -0.1748 0.6104 -0.46
O 0.2166 -3.8760 0.8251 -0.54
S -1.0713 -3.1866 0.5844 0.32
H -4.4470 2.1146 -0.3565 0.41
H -2.1962 2.5817 -1.1338 0.30
H -4.8862 -0.2258 0.5901 0.37
H -0.3284 0.8574 -0.8006 0.38
H -3.4457 -1.8728 0.5198 0.16
H 3.4540 -0.5913 2.6485 0.20
H 4.6297 0.2961 1.7479 0.18
H 2.9921 -2.4005 1.0596 0.13
H 4.1736 -1.6447 -0.1931 0.26
H 0.3718 -1.6992 -0.3897 0.44
H 1.9842 -0.2878 0.9010 0.23

Model Q:
23
Properties=species:S:1:pos:R:3:mulliken_charge:R:1 method="wB97M-V/def2-TZVPD" spin_multiplicity=1 charge=0 orbital_gap_ha=0.2624 lumo_energy_ev=0.010
C -1.6913 -1.8206 2.5244 -0.19
C -2.3073 -1.5262 1.1822 -0.39
C -0.5385 -0.9981 2.8466 -0.76
C -1.7605 -0.5041 0.3156 -0.71
C 0.0383 -0.2122 1.8803 -0.52
C -0.5491 0.0853 0.6776 1.58
C 0.0466 1.1197 0.0069 -1.09
C 0.6610 0.0022 -2.0559 -1.11
C 1.2110 2.2658 -1.7293 -1.10
N 0.4021 1.2103 -1.2243 0.25
O -0.0960 -2.9251 0.6503 -0.55
S -1.4320 -3.1936 1.3159 0.33
H -2.5398 -2.1524 3.2557 0.37
H -3.3650 -1.7755 1.1525 0.55
H 0.0115 -1.1896 3.7537 0.34
H -2.2542 -0.1454 -0.6096 0.38
H 0.9818 0.2083 2.1597 0.36
H -0.1711 -0.5294 -2.5431 0.30
H 1.4049 0.1736 -2.8329 0.39
H 1.0223 -0.7749 -1.4483 0.45
H 0.9045 3.0980 -1.0950 0.38
H 2.2648 2.0278 -1.6110 0.39
H 1.0021 2.6054 -2.7417 0.37

Energies relative to the most stable structure are model P 0.000; model Q 1.799, reported in eV.